C14H25AuFN3SSi | ωB97M-V with the def2-TZVPD basis set

Electronic energy (Eh): -1636.03356
Frontier orbital gap (eV): 7.34
LUMO energy (Ha): 0.0154
Energy relative to the best compared isomer or geometry (same formula, charge and spin) (kcal/mol): 2.5
Multiplicity: 1

XYZ file:
```
46
C14H25AuFN3SSi, DFT ωB97M-V with the def2-TZVPD basis set
Au 1.17808 -0.04434 1.81501
C -0.50562 -2.27003 4.08359
Si -0.59062 -2.50302 2.24126
C 0.93640 -3.44111 1.70209
C -2.00234 -3.67713 1.89699
N -0.63828 -0.93990 1.47766
C -1.61167 -0.29915 0.73787
C -2.77148 -0.94379 0.25447
C -3.73740 -0.31621 -0.51541
C -3.61526 1.02250 -0.86032
C -2.49613 1.70229 -0.40184
C -1.54618 1.05366 0.36037
F -0.47865 1.81110 0.75970
H -0.37135 -3.22219 4.60471
H -1.41507 -1.79634 4.46273
H 0.33699 -1.62083 4.33980
H 1.16279 -4.24271 2.41230
H 1.81914 -2.80010 1.64335
H 0.78108 -3.90347 0.72257
H -1.75078 -4.61959 2.39326
H -2.11949 -3.88702 0.83160
H -2.96434 -3.34045 2.28973
H -2.91275 -1.98304 0.49629
H -4.59588 -0.88949 -0.84245
H -4.36489 1.52526 -1.45534
H -2.34165 2.75426 -0.61046
C 1.09661 4.11016 -1.87350
C 2.42016 3.36869 -1.79584
N 2.62538 2.70688 -0.50610
C 2.65826 1.41540 -0.20132
S 3.25878 0.98049 1.39066
N 2.29856 0.45715 -1.06208
C 1.16840 0.47104 -2.00604
C 1.56045 -0.00815 -3.38803
H 1.02121 4.64071 -2.82329
H 1.02625 4.84554 -1.07021
H 0.23954 3.44548 -1.77776
H 3.24139 4.07679 -1.91555
H 2.53607 2.62899 -2.58383
H 2.86614 3.29526 0.27812
H 2.48696 -0.45630 -0.67229
H 0.74218 1.46522 -2.03638
H 0.39871 -0.17029 -1.56851
H 2.36115 0.60207 -3.81025
H 0.70030 0.03734 -4.05593
H 1.90885 -1.04163 -3.36141
```